(1)
The following is a quantum chemistry calculation of a structure of composition C15H22BN6PtSe2Te2, from the OMol25 dataset.

Calculated values
* highest occupied orbital energy: -3.41 eV
* ΔE to the lowest compared entry with this formula, charge and spin: 1.07 kcal/mol
* total energy: -6396.66637 a.u.

```
! RIJCOSX wB97M-V def2-TZVPD def2/J DEFGRID3
* xyz -1 1
Pt 2.0106 0.4083 -1.1039
C 1.7594 -2.3920 -3.3405
C 0.6146 -2.1276 -2.4246
C -0.5567 -2.8817 -2.2915
C -1.2678 -2.2822 -1.2742
C -2.5885 -2.6831 -0.7057
N -0.5628 -1.2204 -0.8390
N 0.5925 -1.1263 -1.5523
B -0.8777 -0.3802 0.4323
N 0.3673 -0.4382 1.3613
N 1.6379 -0.2459 0.9144
C 2.4659 -0.5284 1.9130
C 3.9485 -0.4826 1.7717
C 1.7214 -0.9027 3.0388
C 0.4013 -0.8433 2.6442
C -0.8247 -1.1500 3.4382
N -1.3319 1.0561 0.1699
N -0.4870 1.9627 -0.3694
C -1.1141 3.1253 -0.3652
C -0.4434 4.3686 -0.8406
C -2.4105 2.9738 0.1708
C -2.5052 1.6427 0.5062
C -3.6427 0.9040 1.1334
H 1.7740 -3.4485 -3.6110
H 2.7029 -2.1362 -2.8581
H 1.6844 -1.7998 -4.2520
H -0.8373 -3.7551 -2.8564
H -2.9789 -3.5281 -1.2717
H -3.3111 -1.8681 -0.7606
H -2.5045 -2.9770 0.3411
H -1.7774 -0.9341 0.9972
H 4.2340 -0.5549 0.7233
H 4.3978 -1.3100 2.3233
H 4.3555 0.4511 2.1618
H 2.0993 -1.1907 4.0058
H -0.5391 -1.3904 4.4616
H -1.3716 -1.9976 3.0231
H -1.5065 -0.2991 3.4618
H 0.5752 4.1447 -1.1481
H -0.4042 5.1153 -0.0445
H -0.9683 4.8078 -1.6914
H -3.1640 3.7331 0.3092
H -4.4698 1.5922 1.3054
H -3.3614 0.4631 2.0915
H -4.0008 0.0937 0.4954
Se 3.6216 2.0666 -0.3343
Te 3.9436 4.0307 -1.8936
Te 2.3000 3.1760 -3.9247
Se 2.6002 0.7584 -3.4415
*
```

***

(2)
The following is a quantum chemistry calculation of a structure of composition C15H22Br2N5OTi at a distorted geometry, from the OMol25 dataset.

Calculated values
* highest occupied orbital energy (alpha / beta): -13.48 / -13.48 eV
* ΔE to the lowest compared entry with this formula, charge and spin: 23.42 kcal/mol
* total energy: -6930.90481 a.u.

```
! RIJCOSX wB97M-V def2-TZVPD def2/J DEFGRID3
* xyz 2 2
Ti 0.2199 -0.3213 0.0351
N 0.6554 -2.5095 -0.1418
C 2.1155 -2.7828 -0.0045
C 2.8971 -1.6128 -0.5676
N 2.4293 -0.3132 -0.0025
C 2.8936 0.8388 -0.8364
C 2.0570 2.0766 -0.5657
N 0.6214 1.7240 -0.6884
C 2.8496 -0.1256 1.4264
C 1.8270 -0.5554 2.4766
N 0.4854 0.0132 2.1718
H 0.1114 -3.0989 0.4861
H 0.3477 -2.8102 -1.0680
H 2.3978 -3.6968 -0.5266
H 2.3362 -2.9419 1.0485
H 2.7617 -1.5618 -1.6504
H 3.9674 -1.7408 -0.3839
H 2.7925 0.5436 -1.8826
H 3.9548 1.0302 -0.6563
H 2.3387 2.8656 -1.2629
H 2.2270 2.4687 0.4366
H 0.3242 1.8206 -1.6593
H -0.0155 2.3465 -0.1846
H 3.0567 0.9350 1.5624
H 3.7922 -0.6523 1.5955
H 2.1956 -0.2251 3.4486
H 1.7191 -1.6364 2.5265
H 0.4392 0.9910 2.4522
H -0.2257 -0.4549 2.7293
Br -3.2145 -2.7697 -0.6254
C -3.7769 -0.9981 -0.3365
C -5.1625 -0.7199 -0.3800
C -5.6008 0.5526 -0.1662
Br -7.4454 0.8888 -0.2291
C -4.6839 1.6160 0.0994
C -5.0822 2.9524 0.3330
C -4.1342 3.8994 0.5826
C -2.7813 3.5123 0.5951
N -2.3581 2.2877 0.3821
C -3.3020 1.3359 0.1373
C -2.8810 -0.0038 -0.0895
O -1.5522 -0.2798 -0.0379
H -5.8587 -1.5212 -0.5805
H -6.1335 3.2026 0.3111
H -4.4001 4.9300 0.7673
H -2.0226 4.2628 0.7940
*
```

***

(3)
The following is a quantum chemistry calculation of a structure of composition C15H22ClGaNO2 at a distorted geometry, from the OMol25 dataset.

Calculated values
* highest occupied orbital energy: -4.91 eV
* total energy: -3174.58621 a.u.

```
! RIJCOSX wB97M-V def2-TZVPD def2/J DEFGRID3
* xyz -1 1
C 2.1954 -2.1586 -1.1020
C 0.9057 -1.3274 -1.7406
Ga 0.1655 -0.1707 -0.1429
C -0.2897 -1.4690 1.4562
C -1.4109 -2.6001 1.0671
C -0.9372 -3.6928 -0.0593
Cl -1.7205 -3.5799 2.6543
C -1.5466 0.8827 -0.6206
C -2.9577 0.0679 -0.9891
C -4.3854 0.8670 -1.3352
C -4.5067 2.5225 -1.3457
C -3.0943 3.3385 -1.0238
C -1.6734 2.5412 -0.6790
N 1.6576 0.9055 0.4675
C 1.3322 1.7436 1.6828
C 1.9295 1.2047 3.1475
O 0.6528 2.8924 1.7053
C 2.3172 1.6956 -0.6396
C 3.9830 1.8140 -0.5506
O 1.7034 2.2746 -1.6766
H 2.5686 -3.0389 -1.7918
H 1.8956 -2.5470 -0.0168
H 3.0533 -1.3534 -0.9091
H 1.3588 -0.6147 -2.5810
H 0.0699 -2.0271 -2.1660
H 0.7442 -1.9393 1.8237
H -0.6761 -0.7766 2.3187
H -2.4239 -2.0577 0.8411
H -1.4898 -4.7192 0.1926
H -1.2882 -3.4041 -1.1454
H 0.2138 -3.9417 -0.0380
H -3.0328 -1.1134 -1.0272
H -5.4040 0.2891 -1.5650
H -5.5123 3.1056 -1.5600
H -3.1170 4.5087 -1.0200
H -0.7440 3.2216 -0.4743
H 1.1539 1.4198 4.0005
H 2.1526 0.0555 2.9820
H 2.9580 1.7625 3.2861
H 4.3240 1.4296 0.5263
H 4.5095 1.0700 -1.3152
H 4.3660 2.9190 -0.6371
*
```

***

(4)
The following is a quantum chemistry calculation of a structure of composition C15H22FNO at a distorted geometry, from the OMol25 dataset.

Calculated values
* highest occupied orbital energy: -8.70 eV
* ΔE to the lowest compared entry with this formula, charge and spin: 301.60 kcal/mol
* total energy: -814.18571 a.u.

```
! RIJCOSX wB97M-V def2-TZVPD def2/J DEFGRID3
* xyz 0 1
F -5.4573 -0.8614 -0.8387
C -4.5666 0.0653 -0.3566
C -5.0093 1.4661 -0.3171
C -4.3102 2.3110 0.2662
C -3.1076 1.8081 0.6503
C -2.7429 0.5874 0.7884
C -3.5627 -0.4423 0.3209
O -3.1863 -1.6096 -0.0785
C -1.9394 -2.0609 0.3389
C -0.7661 -1.7827 -0.6008
H -1.1330 -2.0166 -1.5172
C 0.4745 -2.1190 -0.2533
H 1.2636 -2.4085 -1.1308
H 0.5139 -3.1573 0.2382
C 1.2219 -1.3708 0.8271
N 2.0771 -0.3505 0.6583
C 1.5997 0.5846 -0.2039
C 2.4859 1.8814 -0.2178
C 3.9629 1.6138 -0.9604
C 4.3749 0.3762 0.0209
C 3.3291 -0.8034 -0.1582
H 3.6329 -1.5348 0.6900
H 3.2168 -1.0507 -1.0435
H 4.5423 0.6981 1.1009
H 5.3328 0.1349 -0.7770
H 4.6493 2.3605 -0.8914
H 3.7239 1.0211 -1.9392
H 2.7187 2.4561 0.6871
H 2.0001 2.7054 -0.7744
H 0.6608 1.0151 0.2859
H 1.3564 0.5372 -1.3414
H 1.7656 -2.0346 1.4986
H 0.4868 -0.8307 1.5748
H -0.8207 -0.7870 -0.7838
H -1.6615 -1.7747 1.4346
H -1.9529 -2.9696 0.5376
H -1.6953 0.4388 0.9789
H -2.5015 2.7507 1.5269
H -4.7234 3.4096 0.3622
H -6.2532 1.7438 -0.6027
*
```

***

(5)
The following is a quantum chemistry calculation of a structure of composition C15H22IrN3O5S2, from the OMol25 dataset.

Calculated values
* highest occupied orbital energy (alpha / beta): -10.72 / -11.98 eV
* ΔE to the lowest compared entry with this formula, charge and spin: 3.32 kcal/mol
* total energy: -2025.58319 a.u.

```
! RIJCOSX wB97M-V def2-TZVPD def2/J DEFGRID3
* xyz 1 2
Ir 0.1826 0.1095 0.0273
C 0.9593 1.8417 2.4164
C -0.1428 0.9966 3.0213
O -0.5958 0.0304 2.0547
C -2.0263 -0.1105 1.9187
C -2.5640 1.0376 1.1045
O -1.8465 1.1080 -0.1382
C -2.1155 2.3582 -0.8020
C -1.1435 2.6287 -1.9259
O 0.2009 2.6673 -1.4933
C 0.6125 3.7675 -0.7132
C 1.3482 3.2360 0.5020
O 0.5238 2.2234 1.1077
H 1.0934 2.7304 3.0387
H 1.9112 1.3101 2.3547
H 0.2225 0.4600 3.8972
H -0.9844 1.6248 3.3149
H -2.1692 -1.0619 1.4133
H -2.4929 -0.1532 2.9028
H -3.6295 0.8996 0.9075
H -2.4248 1.9857 1.6336
H -3.1343 2.3246 -1.1952
H -2.0571 3.1513 -0.0507
H -1.1880 1.8370 -2.6742
H -1.4394 3.5655 -2.4092
H 1.2881 4.3964 -1.2988
H -0.2334 4.3824 -0.3940
H 2.3241 2.8167 0.2462
H 1.4858 4.0457 1.2232
C 3.2136 -0.8165 -3.3328
C 2.4819 -0.6242 -2.0382
S 0.9239 0.0057 -2.1186
C 3.0469 -0.9644 -0.8208
C 4.4245 -1.5397 -0.7078
S 2.1698 -0.7624 0.6127
H 2.5662 -0.6137 -4.1834
H 3.5861 -1.8383 -3.4162
H 4.0726 -0.1446 -3.3892
H 4.4754 -2.5026 -1.2201
H 4.7057 -1.6934 0.3320
H 5.1583 -0.8797 -1.1739
O -0.5332 -1.7042 -0.2721
N -1.5833 -1.6676 -1.0915
C -1.8790 -2.8155 -1.5873
C -1.1094 -4.0037 -1.3227
N -0.4937 -4.9479 -1.1083
C -3.0280 -2.8870 -2.4461
N -3.9462 -2.9432 -3.1319
*
```

***

total energy of number 5 (C15H22IrN3O5S2)? -2025.58319 a.u.

***

Among the records above, which one has the lowest total energy? C15H22Br2N5OTi

***

Which of these has the lowest total energy? C15H22Br2N5OTi